[1]
99
Properties=species:S:1:pos:R:3:forces:R:3 method="wB97M-V/def2-TZVPD" relative_energy_kcal_mol=1.3 max_force_ev_per_a=5.20 energy_ha=-2492.79002 smiles="NC(N)=O.NC(N)=O.NC(N)=O.NC(N)=O.NC(N)=O.NC(N)=O.NC(N)=O.NC(N)=O.NC(N)=O.CCO.CCO.CCO"
N 0.2594 4.6886 0.9687 -0.514 -2.761 -0.044
C -0.2217 3.3761 1.3352 1.279 1.680 -0.453
N -0.1957 3.0729 2.6191 1.209 -0.697 3.625
O -0.5762 2.5161 0.5488 -0.446 0.186 -2.103
H 0.0987 5.4479 1.5857 -0.110 0.454 0.356
H 0.3437 4.8725 -0.0186 -0.309 0.054 0.084
H 0.5022 3.5261 3.2696 -1.371 -0.559 -1.322
H -0.4286 2.0590 2.8696 0.019 1.525 -0.575
N 0.5240 -3.1991 -1.4023 -0.919 -2.010 1.151
C 0.1181 -4.4168 -0.7379 0.019 0.323 0.363
N -1.2580 -4.5677 -0.5538 3.385 -2.495 -1.081
O 0.9237 -5.2943 -0.3548 -1.122 1.584 -1.125
H 1.3311 -2.8364 -0.9502 1.255 0.181 0.208
H -0.1493 -2.4557 -1.3251 -0.711 0.046 -0.213
H -1.8256 -3.8159 -0.3250 -1.485 1.426 0.431
H -1.4667 -5.5502 -0.3699 -0.410 0.920 0.328
N 1.6527 -5.3987 2.7057 2.080 1.006 -2.128
C 1.9688 -4.0546 2.5118 -0.157 -1.562 -2.255
N 2.7522 -3.6762 1.4175 -0.462 -0.335 1.444
O 1.4490 -3.2551 3.2576 0.234 1.564 1.713
H 1.7212 -6.1088 1.9927 0.225 0.367 -0.143
H 1.0788 -5.6049 3.4537 -1.298 -0.137 1.570
H 2.8527 -2.6590 1.2267 -0.597 -1.192 0.176
H 2.5937 -4.2762 0.6220 0.236 -0.028 -0.313
N 1.5937 2.4986 -3.3479 -0.711 -0.291 -0.453
C 1.7431 1.4096 -4.1662 2.135 -0.604 1.280
N 2.9053 0.6313 -3.9282 -1.517 1.877 0.919
O 0.9498 1.0337 -4.9866 -1.874 -0.355 -1.178
H 0.7416 3.0902 -3.3695 1.054 -0.697 -0.152
H 2.4606 2.8044 -2.9614 0.297 0.641 0.534
H 3.1466 -0.0042 -4.6410 0.158 -0.536 -0.771
H 3.6434 1.0602 -3.3909 0.333 0.030 -0.017
N 4.6043 3.6882 -0.4785 -0.653 1.264 0.710
C 4.7868 2.4875 -1.0673 -0.115 0.474 -0.374
N 5.2955 1.4811 -0.3160 -0.123 -1.012 -0.749
O 4.5360 2.4229 -2.2671 -0.271 -1.204 -0.700
H 4.4038 3.6440 0.4840 0.269 -0.247 1.690
H 3.8532 4.2461 -0.8712 0.553 -0.167 -0.652
H 5.3640 1.5161 0.6862 -0.298 0.564 0.294
H 5.0601 0.5617 -0.6756 0.419 0.229 -0.043
N -0.6231 -1.0960 -3.6869 1.500 -0.481 0.351
C -1.8895 -1.2428 -3.9328 -4.927 -1.662 -0.064
N -2.5161 -0.2100 -4.5980 1.010 0.657 0.180
O -2.5468 -2.2716 -3.5360 1.088 2.262 -0.739
H -0.1439 -0.3168 -4.1246 0.696 -0.397 -0.132
H -0.2863 -2.0488 -3.5967 1.178 0.515 0.348
H -1.8998 0.4906 -4.9907 -0.109 -0.061 0.036
H -3.3732 -0.3009 -5.0977 -0.403 -0.601 0.189
N -0.8374 -1.9079 2.6511 0.288 -0.802 -0.630
C -0.6195 -0.7144 3.2180 -0.484 1.998 1.534
N 0.3888 -0.6541 4.1822 0.746 -1.466 -0.241
O -1.3005 0.3210 3.0010 0.868 -1.205 -0.058
H -1.6607 -2.0938 2.0604 0.354 0.399 0.276
H -0.0911 -2.6144 2.7473 -0.709 0.350 0.135
H 0.9794 -1.4936 4.4187 -1.172 1.347 -0.512
H 0.5133 0.1965 4.7186 -0.205 -0.345 -0.438
N 4.2333 1.0532 4.4967 0.072 1.504 -1.566
C 3.9782 1.2054 3.1026 0.441 1.249 0.389
N 3.0799 0.4265 2.5117 0.017 -0.303 -1.056
O 4.4624 2.1537 2.4668 0.324 -0.236 0.748
H 4.3723 0.1563 4.9203 0.024 -0.216 -0.076
H 4.8576 1.8232 4.7796 -0.379 -1.029 -0.028
H 2.7388 -0.3839 2.9115 -0.786 -1.691 1.508
H 2.9849 0.3485 1.5023 0.473 0.800 0.228
N 1.8495 0.9945 -0.2696 -0.507 -0.234 -0.307
C 1.3612 -0.2574 0.0247 2.967 -0.025 -0.918
N 0.0451 -0.3905 0.1305 -0.643 1.454 0.391
O 2.2558 -1.1523 0.1104 -1.833 0.454 0.285
H 2.5384 0.8231 -0.9830 0.356 0.712 -0.280
H 1.1142 1.6460 -0.5015 0.191 0.396 -0.236
H -0.0979 -1.0665 0.8474 -1.199 -0.711 0.519
H -0.4548 0.5443 0.2363 0.510 -1.712 0.110
C -2.1967 6.2450 -2.6060 -0.993 -0.915 0.153
C -2.4098 4.7559 -2.2894 0.098 -0.020 1.747
O -1.1495 4.0343 -2.2541 -0.496 1.139 -1.045
H -1.7572 6.3664 -3.5823 0.913 0.085 -0.062
H -1.6901 6.7256 -1.7559 0.101 -0.012 -0.678
H -3.1692 6.7180 -2.7634 -0.149 -0.003 0.459
H -3.1202 4.2215 -2.9062 0.054 0.151 -0.795
H -2.8880 4.6604 -1.2731 0.532 0.273 -0.691
H -1.1479 3.5480 -1.4471 0.148 -0.909 1.087
C -4.4697 0.4785 0.3993 -0.598 -0.279 3.281
C -4.7138 -0.3837 -0.7530 0.342 1.124 -1.755
O -3.4914 -1.0565 -1.0648 -0.416 -0.621 -1.703
H -5.2504 1.2175 0.5304 -0.166 0.388 -0.336
H -3.5062 0.9564 0.3916 0.382 0.205 -0.093
H -4.5748 -0.1083 1.3672 0.605 0.511 -1.013
H -4.9734 0.2783 -1.5955 -0.014 -0.452 -0.064
H -5.5494 -1.0248 -0.5536 -0.361 -0.826 -0.128
H -3.4782 -1.3701 -2.0254 0.151 0.109 1.323
C -3.4206 -4.2481 2.5088 0.663 -0.831 0.936
C -4.0437 -3.5893 1.3197 -2.087 1.148 0.927
O -3.1470 -2.6381 0.8555 0.519 1.365 -1.270
H -3.1766 -3.5685 3.3349 -0.582 0.307 -0.271
H -2.4320 -4.6174 2.2693 0.304 -0.402 -0.448
H -3.9699 -5.0902 2.9493 -0.157 0.248 -0.330
H -5.0418 -3.1396 1.6616 1.112 -0.079 -0.295
H -4.3680 -4.2167 0.5134 0.174 -1.071 -0.404
H -3.4128 -2.0824 -0.0012 0.489 -1.061 1.490

***

[2]
84
Properties=species:S:1:pos:R:3:forces:R:3 method="wB97M-V/def2-TZVPD" relative_energy_kcal_mol=0.0 max_force_ev_per_a=1.58 energy_ha=-1732.44197 smiles=CC(C)O.CC(C)O.CC(C)O.OCCO.OCCO.OCCO.O.O.O.O.O.O
C 12.0252 10.2138 -20.3566 0.706 -0.733 0.661
C 12.3472 11.2153 -19.2379 -0.493 0.545 -0.638
C 13.3479 12.2684 -19.6746 0.740 0.386 0.324
O 11.1825 11.9435 -18.8313 0.030 0.018 0.013
H 10.9687 9.9632 -20.4366 -0.083 0.221 -0.008
H 12.5318 9.2745 -20.1012 -0.052 -0.004 -0.246
H 12.4159 10.5166 -21.3220 -0.231 0.191 -0.120
H 12.7722 10.7053 -18.3668 -0.109 -0.095 0.003
H 13.3348 13.0976 -18.9636 0.000 -0.097 0.075
H 13.2054 12.7155 -20.6607 -0.511 -0.280 -0.048
H 14.3649 11.8653 -19.6749 -0.097 -0.125 0.042
H 10.4497 11.3308 -18.7176 0.051 -0.041 -0.002
C 17.4704 2.9543 -23.6197 -0.191 -0.047 -0.440
C 16.5501 2.9646 -22.4139 -0.046 0.526 0.285
C 17.2374 3.2205 -21.0836 0.853 -0.754 0.274
O 15.5385 3.9661 -22.6110 -0.258 -0.167 -0.030
H 17.9935 3.9082 -23.7106 0.076 -0.044 -0.016
H 16.8473 2.8226 -24.5086 0.019 0.176 -0.007
H 18.1939 2.1391 -23.6678 0.057 0.028 0.438
H 16.0146 2.0149 -22.3524 -0.069 0.030 -0.014
H 16.5356 3.2280 -20.2511 -0.150 0.121 -0.091
H 17.8517 4.1233 -21.0458 -0.316 0.224 -0.291
H 17.9553 2.4131 -20.8754 -0.189 0.003 -0.061
H 15.9734 4.8340 -22.6462 0.161 -0.068 -0.128
C 10.5532 6.3640 -21.7165 0.247 0.245 0.154
C 9.9377 6.6460 -23.0849 -0.448 -0.335 0.359
C 9.2773 8.0177 -23.1022 0.143 0.389 -0.439
O 10.8969 6.5481 -24.1341 -0.015 -0.141 0.451
H 11.5547 6.8106 -21.6688 -0.193 0.330 0.078
H 10.7163 5.3255 -21.4277 -0.269 -0.153 -0.465
H 9.9081 6.8124 -20.9601 0.149 -0.011 0.140
H 9.1602 5.8864 -23.2310 0.087 0.022 -0.396
H 8.2750 8.0132 -22.6718 0.112 -0.054 0.279
H 9.1707 8.3837 -24.1262 0.016 -0.216 -0.042
H 9.9132 8.7527 -22.6005 -0.093 -0.014 0.130
H 11.7400 6.5561 -23.6682 0.220 -0.027 -0.392
O 16.7467 6.5778 -22.8055 0.035 -0.015 0.114
C 16.0462 7.5257 -22.0050 -0.078 0.322 0.029
C 14.6520 7.0463 -21.6918 -0.147 0.038 0.355
O 13.7980 7.1774 -22.8110 -0.198 -0.421 0.002
H 17.4404 7.0523 -23.2889 -0.268 -0.115 0.019
H 16.5662 7.7515 -21.0661 0.121 -0.194 -0.045
H 15.9316 8.4621 -22.5619 0.039 0.027 0.036
H 14.2593 7.6642 -20.8801 -0.069 0.162 -0.154
H 14.6247 6.0278 -21.2911 0.206 -0.052 -0.147
H 13.9394 6.4360 -23.4318 0.095 0.146 -0.105
O 9.9680 5.0431 -18.7731 -0.323 0.786 0.189
C 11.3556 5.1686 -18.5629 1.110 -1.044 -0.408
C 11.8384 6.6000 -18.4638 -0.864 0.318 0.878
O 13.1921 6.5560 -18.0385 0.209 -0.202 -0.286
H 9.7432 4.1379 -18.9936 0.201 -0.078 -0.043
H 11.6750 4.6490 -17.6510 -0.137 0.164 0.137
H 11.9166 4.6801 -19.3725 -0.096 0.077 -0.062
H 11.2420 7.0879 -17.6797 -0.102 0.093 -0.162
H 11.7025 7.1634 -19.3877 0.086 -0.143 -0.124
H 13.4641 7.4363 -17.7689 -0.010 0.039 -0.029
O 14.0043 5.8256 -25.1409 -0.544 -0.029 0.155
C 14.6188 6.8605 -25.8933 0.679 -0.174 -0.180
C 15.1638 6.3527 -27.2131 -0.202 -0.115 0.694
O 16.3823 5.6452 -26.9307 -0.395 0.026 -0.547
H 14.3615 4.9555 -25.3448 0.278 0.099 -0.003
H 13.8971 7.6573 -26.0668 -0.141 -0.093 0.159
H 15.4571 7.2467 -25.3001 -0.058 0.238 -0.127
H 15.3424 7.1709 -27.9123 0.004 0.057 0.024
H 14.4151 5.6636 -27.6190 0.065 0.081 -0.248
H 16.6726 5.3113 -27.7874 0.322 -0.166 0.246
O 18.5593 8.4427 -24.0173 0.223 0.121 0.280
H 19.1983 8.6098 -23.3131 -0.013 0.010 -0.104
H 18.4358 9.2927 -24.4549 -0.066 -0.132 -0.095
O 12.6695 3.4240 -21.7062 0.007 0.071 0.167
H 12.8206 2.4875 -21.5466 0.014 0.031 -0.036
H 13.5584 3.7998 -21.7927 0.084 -0.128 -0.190
O 16.6475 9.8201 -19.0292 0.050 0.006 -0.098
H 16.5167 10.5879 -19.5966 -0.076 -0.055 0.027
H 17.5771 9.5888 -19.1275 -0.044 0.023 0.066
O 15.3632 11.1712 -22.2219 0.080 0.115 0.151
H 16.3245 11.1412 -22.1873 -0.035 -0.028 -0.109
H 15.1457 12.1111 -22.2119 -0.021 -0.069 -0.011
O 13.0524 9.6665 -23.8989 -0.061 -0.153 0.013
H 13.1784 8.7411 -23.6138 0.022 0.349 0.008
H 13.4310 10.1829 -23.1796 0.165 -0.067 -0.120
O 18.9628 5.8166 -25.5343 -0.057 -0.080 0.202
H 18.0060 5.7338 -25.6646 0.098 0.073 -0.145
H 19.0663 6.5485 -24.9156 -0.036 0.034 -0.203